# 1
The following is a DFT calculation (ωB97M-V/def2-TZVPD) of a structure of composition C19H24ClNSe3TeV.

```
50
Properties=species:S:1:pos:R:3:forces:R:3
V 0.278138 -0.751116 1.686471 0.383 -0.242 -0.051
Se 1.675411 -1.920899 3.206312 0.046 -0.107 0.069
Se 1.601408 -3.737924 1.717429 -0.111 0.137 0.094
Te -0.846552 -4.386005 1.910763 0.074 0.155 0.047
Se -1.818919 -2.055507 1.945459 -0.083 -0.033 -0.161
Cl 1.158511 3.453996 1.628915 -0.038 0.003 0.011
C -0.486958 2.884559 1.544141 0.042 0.059 -0.010
C -1.379954 3.627895 0.792174 -0.007 -0.007 0.019
C -2.706698 3.232596 0.708475 -0.025 0.001 -0.009
C -3.127747 2.104139 1.395631 0.030 0.001 0.012
C -2.220983 1.373226 2.144699 -0.008 0.023 0.027
C -0.867599 1.729476 2.234000 0.006 -0.037 0.020
C 0.075350 0.849723 2.958032 -0.021 0.006 0.009
H -1.029037 4.515367 0.283837 -0.010 0.011 -0.010
H -3.403876 3.814228 0.120386 -0.011 0.001 -0.003
H -4.162971 1.791791 1.360768 -0.019 0.014 -0.018
H -2.562261 0.509406 2.704893 0.007 0.015 -0.016
H -0.407959 0.385236 3.823443 0.040 -0.011 -0.012
H 1.003981 1.327166 3.261613 -0.008 -0.012 -0.054
C -0.901621 -3.760952 -2.451553 -0.026 -0.091 0.044
C -0.825009 -2.357865 -1.923067 0.094 0.060 0.043
C -1.838473 -1.440730 -2.189000 -0.055 -0.029 -0.041
C -1.812829 -0.136103 -1.715686 0.103 -0.034 0.070
C -2.946876 0.802338 -2.002971 -0.049 0.087 -0.034
C -0.727368 0.263206 -0.939051 -0.092 -0.097 -0.112
C 0.298753 -0.639670 -0.659207 0.214 0.131 0.220
C 0.249659 -1.948229 -1.148722 -0.142 0.027 -0.096
N 1.313791 -0.252765 0.291277 -0.371 -0.090 -0.067
C 2.674134 0.099426 -0.179725 -0.154 0.039 0.133
C 2.546744 1.216418 -1.214238 0.084 0.030 -0.027
C 3.476764 0.585252 1.018766 0.152 -0.053 -0.005
C 3.345630 -1.126111 -0.794740 0.031 -0.005 -0.069
H -1.922772 -4.139665 -2.403438 -0.002 0.002 -0.001
H -0.268771 -4.428220 -1.867094 0.003 -0.006 -0.018
H -0.579790 -3.811031 -3.493547 0.019 0.028 -0.007
H -2.686695 -1.764450 -2.783966 -0.013 0.011 0.001
H -3.409191 0.575220 -2.963406 -0.006 0.001 0.000
H -2.608983 1.838196 -2.015783 0.004 0.002 0.001
H -3.716508 0.722174 -1.232975 -0.004 -0.019 0.016
H -0.663334 1.271057 -0.546528 -0.016 0.013 -0.016
H 1.031434 -2.643217 -0.876689 -0.005 0.001 -0.026
H 2.079986 2.097095 -0.771777 -0.012 -0.008 0.003
H 1.954497 0.899247 -2.073820 -0.004 -0.032 0.002
H 3.538391 1.497669 -1.573734 0.001 -0.005 0.012
H 3.031146 1.479374 1.449241 -0.036 0.010 0.016
H 4.492602 0.821644 0.697110 -0.009 0.043 0.003
H 3.536786 -0.183655 1.788692 -0.015 -0.006 -0.035
H 2.844130 -1.435387 -1.712103 -0.001 -0.006 -0.004
H 3.342837 -1.961936 -0.093563 0.014 0.013 0.021
H 4.379656 -0.885679 -1.046144 0.008 0.005 0.007
```
Forces are in eV/Å.

Properties
**HOMO-LUMO gap (spin up / spin down)**: 6.270 / 6.685 eV
**Multiplicity**: 2
**HOMO energy (spin up / spin down)**: -7.3 / -7.3 eV
**LUMO level (spin up / spin down)**: -1.05 / -0.65 eV
**⟨S²⟩**: 0.787
**Maximum force**: 0.46 eV Å⁻¹

Löwdin analysis output, partial charges in e: atom 1 (V): 0.20, atom 2 (Se): 0.20, atom 3 (Se): -0.09, atom 4 (Te): 0.35, atom 5 (Se): 0.00, atom 6 (Cl): 0.73, atom 7 (C): -0.61, atom 8 (C): -0.12, atom 9 (C): -0.09, atom 10 (C): -0.08, atom 11 (C): -0.08, atom 12 (C): -0.34, atom 13 (C): -0.25, atom 14 (H): 0.10, atom 15 (H): 0.11, atom 16 (H): 0.11, atom 17 (H): 0.07, atom 18 (H): 0.07, atom 19 (H): 0.05, atom 20 (C): -0.04, atom 21 (C): -0.25, atom 22 (C): 0.01, atom 23 (C): -0.24, atom 24 (C): -0.04, atom 25 (C): 0.01, atom 26 (C): -0.34, atom 27 (C): -0.04, atom 28 (N): -0.10, atom 29 (C): -0.60, atom 30 (C): -0.03, atom 31 (C): -0.05, atom 32 (C): -0.03, atom 33 (H): 0.08, atom 34 (H): 0.07, atom 35 (H): 0.09, atom 36 (H): 0.13, atom 37 (H): 0.08, atom 38 (H): 0.08, atom 39 (H): 0.08, atom 40 (H): 0.11, atom 41 (H): 0.07, atom 42 (H): 0.06, atom 43 (H): 0.09, atom 44 (H): 0.09, atom 45 (H): 0.04, atom 46 (H): 0.09, atom 47 (H): 0.04, atom 48 (H): 0.08, atom 49 (H): 0.06, atom 50 (H): 0.09

# 2
The following is a DFT calculation (ωB97M-V/def2-TZVPD) of a structure of composition C19H24IrNO3 at a distorted geometry.

```
48
Properties=species:S:1:pos:R:3:forces:R:3
Ir 0.104336 0.365896 0.797385 -1.310 -2.783 1.500
C 2.039242 0.439301 1.767795 1.491 0.150 0.912
C 2.168170 -0.540324 0.739727 2.308 -0.327 -0.323
C 1.899852 0.093925 -0.499324 1.410 -0.472 -1.348
H 2.434355 -1.591981 0.860019 -0.249 0.452 -0.001
C 1.577609 1.452198 -0.252274 2.029 1.196 -1.093
C 1.688969 1.681061 1.155660 1.862 1.494 0.494
H 1.507975 2.622669 1.676885 0.178 -0.360 -0.190
H 2.174686 0.282927 2.841532 -0.098 0.077 -0.535
H 1.883685 -0.386307 -1.476767 0.129 0.230 0.422
H 1.314054 2.184312 -1.022366 0.152 -0.282 0.422
C -2.175686 0.035870 1.192092 -2.127 0.269 -0.108
C -1.693895 1.288010 1.665949 -1.108 0.741 0.309
C -1.164363 2.004257 0.540422 -1.741 1.243 -0.300
H -1.695533 1.639206 2.693724 -0.156 -0.088 -0.285
C -1.278732 1.154900 -0.614767 -1.729 0.365 -0.936
C -1.885065 -0.071359 -0.194711 -0.953 0.398 -0.682
H -2.037175 -0.917913 -0.854672 -0.061 0.118 0.296
H -2.685350 -0.719945 1.786203 0.374 0.196 -0.104
H -0.769623 3.014670 0.555300 -0.079 -0.165 0.018
H -0.962333 1.363937 -1.634752 -0.126 0.056 0.368
O 0.035798 -1.540910 -1.911755 -0.934 1.314 1.039
C -0.251515 -0.662090 -4.232696 -0.616 0.940 -2.348
C 0.389121 -2.013713 -4.204994 0.867 -1.388 -1.828
C 0.560033 0.615076 -4.263783 1.659 0.424 1.043
C -1.765366 -0.559983 -4.331819 -1.121 -1.246 0.793
C 0.490486 -2.432389 -2.719403 1.559 -2.816 -0.863
H 1.446249 -2.056694 -4.704241 -1.713 0.406 0.913
H -0.197213 -2.824247 -4.795955 0.621 1.433 0.862
H -0.014512 -3.461289 -2.524216 0.294 1.260 -0.009
H 1.558632 -2.747847 -2.420951 -0.855 0.367 -0.249
H 0.667416 1.296988 -5.218096 -0.610 -1.506 1.504
H 1.645409 0.379898 -3.921943 -1.612 0.349 -0.733
H 0.179791 1.247577 -3.405582 0.281 -0.231 -1.076
H -2.345154 -0.407063 -5.354834 1.560 -0.203 1.716
H -2.120279 0.212461 -3.604318 0.165 -0.269 -0.744
H -2.177226 -1.539348 -3.866617 0.409 1.409 -0.937
O -0.101744 -0.533965 3.941434 0.098 2.545 2.132
C -0.190168 -1.449564 3.213056 -0.154 -3.985 -3.888
C -0.361693 -2.922281 3.614245 -0.054 0.034 0.812
C -0.307580 -3.722899 2.340780 -0.044 -0.569 -0.241
C -0.161208 -2.710880 1.208643 -0.152 1.613 4.108
O -0.060705 -2.994698 0.062585 0.068 -0.783 -1.821
N -0.128438 -1.445013 1.809575 0.111 -1.570 0.804
H 0.446247 -3.185223 4.304869 -0.224 0.035 0.101
H -1.324663 -3.038698 4.123840 0.208 0.058 0.143
H 0.557916 -4.392954 2.300938 -0.192 -0.056 -0.035
H -1.217311 -4.307662 2.169981 0.184 -0.077 -0.033
```
Forces are in eV/Å.

Properties
**HOMO-LUMO gap (spin up / spin down)**: 3.269 / 5.867 eV
**Relative energy (zero: lowest compared OMol25 entry of this formula, charge and spin)**: 1.0079 eV
**Multiplicity**: 6
**HOMO energy (spin up / spin down)**: -0.3 / -4.1 eV
**LUMO level (spin up / spin down)**: 2.98 / 1.72 eV
**⟨S²⟩**: 8.776
**Maximum force**: 5.57 eV Å⁻¹
**Net charge**: -1

Löwdin analysis output, partial charges in e: atom 1 (Ir): 1.34, atom 2 (C): -0.24, atom 3 (C): -0.23, atom 4 (C): -0.23, atom 5 (H): 0.10, atom 6 (C): -0.28, atom 7 (C): -0.27, atom 8 (H): 0.10, atom 9 (H): 0.10, atom 10 (H): 0.08, atom 11 (H): 0.10, atom 12 (C): -0.22, atom 13 (C): -0.23, atom 14 (C): -0.29, atom 15 (H): 0.09, atom 16 (C): -0.26, atom 17 (C): -0.22, atom 18 (H): 0.09, atom 19 (H): 0.10, atom 20 (H): 0.10, atom 21 (H): 0.08, atom 22 (O): -0.04, atom 23 (C): -0.35, atom 24 (C): -0.18, atom 25 (C): -0.09, atom 26 (C): -0.10, atom 27 (C): -0.38, atom 28 (H): 0.13, atom 29 (H): 0.12, atom 30 (H): 0.16, atom 31 (H): 0.15, atom 32 (H): 0.10, atom 33 (H): 0.09, atom 34 (H): 0.06, atom 35 (H): 0.10, atom 36 (H): 0.06, atom 37 (H): 0.09, atom 38 (O): 0.07, atom 39 (C): -0.53, atom 40 (C): -0.11, atom 41 (C): -0.11, atom 42 (C): -0.50, atom 43 (O): 0.07, atom 44 (N): -0.04, atom 45 (H): 0.11, atom 46 (H): 0.11, atom 47 (H): 0.11, atom 48 (H): 0.11